C10H15NO3 | wB97M-V/def2-TZVPD

Cartesian coordinates (Å):
H 3.4363 0.1632 -1.4748
N 2.8747 0.3488 -0.6303
C 1.5947 0.2467 -0.7096
C 0.8731 0.3847 -1.9930
C 0.7896 0.3123 0.5312
O 1.5274 0.6470 1.7254
C -0.2992 1.4825 0.4730
O -0.0059 2.7727 0.7308
C -1.5029 1.0398 0.1210
C -2.7253 1.7452 -0.0507
C -1.3475 -0.4209 -0.1717
O -2.2011 -1.0846 -0.6467
C -0.1071 -0.9352 0.5798
C 0.4776 -2.2249 -0.0513
C -0.4881 -1.1512 2.0382
H 1.4850 0.0508 -2.8638
H 0.4978 1.3359 -2.2896
H 0.0199 -0.2670 -1.8703
H 2.4246 0.5772 1.4262
H 0.7289 2.5635 1.3705
H -2.9504 2.4742 0.6869
H -3.5066 1.0226 -0.0756
H -2.5525 2.3019 -1.0211
H 0.5639 -2.0378 -1.0813
H -0.2690 -2.9652 0.0700
H 1.4325 -2.4391 0.3943
H -0.0646 -2.1308 2.3857
H -1.5146 -1.3578 2.3433
H 0.0077 -0.3183 2.5690

Atomic forces in eV per Å
H -0.862 0.608 0.169
N -0.481 -1.309 1.026
C 3.123 2.625 -1.037
C 0.065 -2.169 -1.181
C -1.468 2.204 1.176
O -0.719 -0.458 -1.196
C -0.399 -1.209 -1.013
O 1.586 -1.511 1.290
C 2.556 -1.810 0.391
C -0.323 1.325 -2.094
C 0.213 1.903 2.698
O -1.400 -1.799 -1.490
C -0.142 -0.524 -0.428
C -0.536 1.973 0.971
C 0.866 -1.190 1.285
H -0.315 -0.055 0.775
H -0.153 1.072 0.515
H -0.439 -0.108 -0.920
H 1.532 -0.032 -0.123
H -0.162 1.302 -0.384
H 0.058 0.673 0.824
H -0.930 -0.288 -0.542
H -1.106 -0.468 0.727
H 0.475 -0.188 -1.504
H -0.430 -1.081 0.277
H 0.286 -0.434 0.178
H 0.368 0.942 -0.236
H -0.359 0.870 -0.644
H -0.905 -0.863 0.490

## Properties
LUMO energy (eV): 0.67
Gap between HOMO and LUMO (eV): 9.74
HOMO level (eV): -9.071
Largest force on an atom (eV/Å): 4.2
Energy (hartree): -670.46730
SMILES: [H]/N=C(\C)[C@@]1(O)C(O)=C(C)C(=O)C1(C)C
Spin multiplicity: 1

Here are the Löwdin charges for atoms 1 to 6, given in e:
1 H 0.077
2 N 0.168
3 C -0.344
4 C 0.000
5 C -0.325
6 O 0.004